No. 1
13
Properties=species:S:1:pos:R:3 method="wB97M-V/def2-TZVPD" gap_ev=10.89 spin_multiplicity=1 total_charge=0 smiles="CC=O.C=C" e_homo_ha=-0.36501 relative_energy_ev=2.202
C 2.36596 -1.25571 -2.60129
C 2.72088 0.04336 -2.63665
H 3.19977 -1.97473 -2.52989
H 1.48029 -1.55232 -2.04383
H 3.74046 0.18211 -2.96056
H 2.17447 0.86290 -2.19959
O -0.43740 1.01311 2.18801
C -1.57367 0.85435 2.54911
C -2.75675 0.34278 1.78489
H -1.90532 1.24058 3.52014
H -3.70471 0.67499 2.20631
H -2.75706 0.30955 0.71234
H -2.54693 -0.74099 2.01100

No. 2
13
Properties=species:S:1:pos:R:3 method="wB97M-V/def2-TZVPD" gap_ev=10.79 spin_multiplicity=1 total_charge=0 smiles="CC(C)C=O" e_homo_ha=-0.36202 relative_energy_ev=0.331
C 1.08024 0.30635 1.07112
C 0.36381 0.00246 -0.22331
C -0.58277 1.13447 -0.61086
C -0.38118 -1.34979 -0.08609
O 1.12344 1.37989 1.60563
H 1.55433 -0.57759 1.54006
H 1.07914 -0.13132 -1.04684
H -1.35578 0.78329 -1.29435
H -0.04185 1.95597 -1.07370
H -1.11186 1.48596 0.27441
H -0.60545 -1.74935 -1.06888
H -1.33574 -1.18638 0.40933
H 0.21368 -2.05397 0.50348

No. 3
13
Properties=species:S:1:pos:R:3 method="wB97M-V/def2-TZVPD" gap_ev=8.99 spin_multiplicity=1 total_charge=0 e_homo_ha=-0.29281 relative_energy_ev=5.501
C 2.00829 -0.31435 -0.25215
C 0.91020 0.06439 -1.19296
C -1.42724 -0.63884 0.28119
C -1.82863 0.73436 0.58076
O -0.44738 0.37762 0.48307
H 2.37892 0.45217 0.44323
H 1.79560 -1.23800 0.29850
H 2.83470 -0.55862 -0.94501
H 1.04423 1.14810 -1.39281
H -1.46588 -0.99629 -0.74415
H -1.45059 -1.39682 1.06039
H -2.14012 0.99359 1.59216
H -2.21211 1.37269 -0.21222

No. 4
13
Properties=species:S:1:pos:R:3 method="wB97M-V/def2-TZVPD" gap_ev=10.91 spin_multiplicity=1 total_charge=0 smiles="CC=O.C=C" e_homo_ha=-0.36245 relative_energy_ev=1.997
C -1.79461 0.29641 0.90046
C -2.69647 -0.63363 0.92827
H -1.85485 1.17951 0.21782
H -0.94226 0.23411 1.61825
H -3.55803 -0.69250 0.12281
H -2.64029 -1.40417 1.76113
O 1.16345 1.70279 -1.17312
C 1.26108 0.50996 -1.14185
C 2.42450 -0.19986 -0.46248
H 0.61797 -0.05029 -1.78171
H 2.21777 -1.11575 0.12322
H 3.06039 -0.33345 -1.33390
H 2.74134 0.50687 0.22111

No. 5
13
Properties=species:S:1:pos:R:3 method="wB97M-V/def2-TZVPD" gap_ev=10.18 spin_multiplicity=1 total_charge=0 smiles="C=C1CC1.O" e_homo_ha=-0.34252 relative_energy_ev=2.611
O 2.33442 -0.27523 -1.15543
C 0.93745 0.31475 0.77625
C -0.20618 0.10632 0.14300
C -1.43674 0.79615 -0.23453
C -1.44410 -0.66509 0.23885
H 2.55403 -1.07863 -0.67760
H 1.44532 1.27269 0.74979
H 1.41927 -0.47253 1.34989
H 1.36150 -0.25309 -1.15599
H -1.75559 1.55907 0.47000
H -1.71283 0.99203 -1.26837
H -1.77041 -0.87347 1.25518
H -1.72617 -1.42299 -0.49103

No. 6
13
Properties=species:S:1:pos:R:3 method="wB97M-V/def2-TZVPD" gap_ev=8.00 spin_multiplicity=1 total_charge=0 e_homo_ha=-0.27470 relative_energy_ev=7.261
C 1.84641 0.21230 0.65820
O 0.91167 -0.78072 0.18694
C -0.24768 -0.38572 -0.22856
C -1.52804 -0.89490 -0.50144
C -1.33598 0.45871 0.25615
H 1.38495 0.85999 1.40890
H 2.17625 0.79117 -0.20473
H 2.68541 -0.33428 1.09481
H -0.03123 0.25737 -1.95521
H -0.97281 -0.29517 -1.78511
H -1.86938 -1.80114 -0.00836
H -1.63649 1.36050 -0.26827
H -1.38309 0.55191 1.34668